{
  "formula": "C3H5NO",
  "method": "ωB97M-V/def2-TZVPD",
  "symbols": ["C", "C", "N", "C", "O", "H", "H", "H", "H", "H"],
  "coordinates": [[-0.611, -1.339, -0.151], [-0.618, 0.825, 0.419], [0.725, 0.963, 0.037], [1.358, -0.087, -0.252], [0.784, -1.311, -0.166], [-1.003, -0.449, 0.633], [-0.935, -1.001, -1.158], [-1.316, 1.300, -0.274], [-0.794, 1.208, 1.434], [2.409, -0.110, -0.521]],
  "energy_ha": -247.143060,
  "homo_ev": -8.6,
  "multiplicity": 1,
  "lumo_energy_ev": 0.708
}

***

{
  "formula": "C16H21BrN2O4",
  "method": "ωB97M-V/def2-TZVPD",
  "symbols": ["C", "C", "H", "H", "O", "C", "O", "C", "N", "C", "O", "C", "N", "C", "C", "O", "C", "C", "H", "H", "H", "H", "H", "H", "H", "H", "H", "H", "C", "C", "C", "C", "C", "C", "H", "H", "Br", "H", "H", "H", "H", "H", "H", "H"],
  "coordinates": [[-4.400, -3.505, 0.671], [-3.956, -2.105, 1.069], [-4.763, -1.386, 0.899], [-3.643, -2.072, 2.114], [-2.807, -1.684, 0.327], [-3.031, -1.197, -0.891], [-4.094, -1.172, -1.445], [-1.725, -0.737, -1.546], [-0.828, -0.148, -0.570], [-1.349, 0.852, 0.189], [-2.519, 1.162, 0.098], [-0.381, 1.581, 1.110], [0.905, 1.778, 0.475], [0.846, 2.788, -0.569], [2.199, 2.854, -1.275], [3.236, 3.147, -0.370], [3.288, 2.180, 0.651], [1.965, 2.102, 1.413], [2.026, 1.313, 2.166], [1.781, 3.066, 1.918], [4.100, 2.478, 1.315], [3.510, 1.192, 0.219], [2.207, 3.653, -2.019], [2.397, 1.890, -1.766], [0.067, 2.515, -1.284], [0.605, 3.781, -0.150], [-0.865, 2.528, 1.402], [-0.244, 0.986, 2.015], [0.474, -0.671, -0.446], [1.315, -0.699, -1.556], [2.590, -1.221, -1.453], [3.019, -1.726, -0.237], [2.180, -1.748, 0.865], [0.904, -1.232, 0.753], [0.231, -1.270, 1.595], [2.520, -2.174, 1.796], [4.787, -2.415, -0.080], [3.250, -1.229, -2.307], [0.974, -0.296, -2.497], [-1.994, -0.017, -2.326], [-1.242, -1.605, -1.998], [-3.581, -4.211, 0.790], [-5.229, -3.814, 1.300], [-4.725, -3.510, -0.366]],
  "energy_ha": -3606.785910,
  "homo_ev": -8.6,
  "multiplicity": 1,
  "lumo_energy_ev": 0.603,
  "smiles": "CCOC(=O)CN(C(=O)CN1CCOCC1)c1ccc(Br)cc1"
}

***

{
  "formula": "C2H9N4",
  "method": "ωB97M-V/def2-TZVPD",
  "symbols": ["C", "C", "N", "N", "N", "N", "H", "H", "H", "H", "H", "H", "H", "H", "H"],
  "coordinates": [[1.171, 0.555, -2.031], [-1.624, -0.749, 1.044], [0.617, -0.520, -1.798], [1.526, 1.706, -1.942], [0.495, 0.706, 1.059], [-0.057, -0.560, 0.923], [-2.276, -0.329, 0.161], [-1.697, -1.791, 1.066], [-1.990, -0.462, 1.984], [0.186, -1.182, -2.394], [2.370, 2.255, -1.767], [0.194, 1.147, 1.839], [0.561, 1.293, 0.160], [0.182, -0.932, -0.088], [0.342, -1.139, 1.783]],
  "energy_ha": -300.289711,
  "homo_ev": -14.6,
  "multiplicity": 1,
  "lumo_energy_ev": -3.202,
  "total_charge": 1
}

***

What did the third record say?
{
  "formula": "C2H9N4",
  "method": "ωB97M-V/def2-TZVPD",
  "symbols": ["C", "C", "N", "N", "N", "N", "H", "H", "H", "H", "H", "H", "H", "H", "H"],
  "coordinates": [[1.171, 0.555, -2.031], [-1.624, -0.749, 1.044], [0.617, -0.520, -1.798], [1.526, 1.706, -1.942], [0.495, 0.706, 1.059], [-0.057, -0.560, 0.923], [-2.276, -0.329, 0.161], [-1.697, -1.791, 1.066], [-1.990, -0.462, 1.984], [0.186, -1.182, -2.394], [2.370, 2.255, -1.767], [0.194, 1.147, 1.839], [0.561, 1.293, 0.160], [0.182, -0.932, -0.088], [0.342, -1.139, 1.783]],
  "energy_ha": -300.289711,
  "homo_ev": -14.6,
  "multiplicity": 1,
  "lumo_energy_ev": -3.202,
  "total_charge": 1
}

***

- What is the multiplicity in the third record?
  1

***

- What is the formula in the first record?
  C3H5NO

***

- Number 1 is which compound?
  C3H5NO